{
  "formula": "C25H55Ca3N2O14P2",
  "method": "ωB97M-V/def2-TZVPD",
  "symbols": ["Ca", "Ca", "Ca", "P", "O", "O", "O", "O", "P", "O", "O", "O", "O", "O", "C", "O", "O", "H", "C", "C", "C", "O", "C", "H", "H", "H", "H", "H", "H", "H", "H", "C", "C", "C", "O", "C", "H", "H", "H", "H", "H", "H", "H", "H", "C", "C", "C", "O", "C", "H", "H", "H", "H", "H", "H", "H", "H", "C", "C", "N", "C", "C", "C", "C", "H", "H", "H", "H", "H", "H", "H", "H", "H", "H", "H", "H", "H", "H", "H", "C", "C", "N", "C", "C", "C", "C", "H", "H", "H", "H", "H", "H", "H", "H", "H", "H", "H", "H", "H", "H", "H"],
  "xyz": [[3.324, 0.112, -0.944], [-1.530, -1.310, 0.026], [0.386, -0.466, -2.844], [0.684, 0.201, 0.045], [1.364, -0.968, -0.774], [-0.503, 0.409, -0.960], [1.720, 1.297, 0.189], [0.043, -0.461, 1.301], [3.038, -0.485, -3.760], [2.333, 0.602, -2.839], [1.967, -1.613, -3.800], [4.243, -0.780, -2.776], [3.534, 0.075, -5.054], [-3.095, -3.017, -3.497], [-2.668, -2.408, -2.383], [-3.401, -2.372, -1.347], [-1.549, -1.844, -2.363], [-3.978, -3.331, -3.275], [-3.911, -3.184, 3.651], [-2.497, -2.989, 4.182], [-1.933, -1.882, 3.268], [-2.753, -1.876, 2.078], [-3.724, -2.939, 2.163], [-4.612, -2.477, 4.095], [-4.318, -4.191, 3.768], [-1.901, -3.893, 4.043], [-2.462, -2.729, 5.238], [-0.888, -2.043, 3.006], [-2.004, -0.887, 3.712], [-3.287, -3.810, 1.664], [-4.632, -2.652, 1.638], [-0.420, 2.294, 3.911], [-0.869, 2.407, 5.369], [0.358, 2.967, 6.075], [1.490, 2.541, 5.350], [1.124, 2.293, 3.980], [-0.806, 3.136, 3.337], [-0.651, 1.364, 3.395], [-1.132, 1.429, 5.783], [-1.747, 3.039, 5.501], [0.441, 2.671, 7.122], [0.340, 4.071, 6.078], [1.521, 1.305, 3.754], [1.591, 3.045, 3.345], [-3.960, 2.410, 1.348], [-5.050, 1.823, 0.441], [-4.617, 0.358, 0.333], [-3.202, 0.361, 0.492], [-2.706, 1.650, 0.883], [-4.129, 2.235, 2.415], [-3.856, 3.491, 1.245], [-4.999, 2.328, -0.524], [-6.039, 1.932, 0.882], [-4.835, -0.090, -0.633], [-5.062, -0.180, 1.176], [-2.241, 2.165, 0.044], [-1.991, 1.500, 1.685], [4.438, -2.137, 2.907], [3.828, -1.321, 1.766], [4.834, -0.889, 0.773], [5.453, -1.967, 0.016], [4.440, -2.969, -0.537], [5.785, 0.100, 1.270], [5.143, 1.260, 2.008], [3.678, -2.494, 3.610], [5.126, -1.523, 3.491], [4.936, -3.044, 2.561], [3.059, -1.880, 1.233], [3.325, -0.449, 2.182], [6.058, -1.569, -0.798], [6.122, -2.576, 0.654], [4.903, -3.509, -1.360], [4.141, -3.667, 0.250], [3.543, -2.520, -0.963], [6.370, 0.460, 0.415], [6.558, -0.383, 1.898], [5.838, 2.102, 2.004], [4.922, 1.015, 3.045], [4.233, 1.588, 1.499], [-0.367, 3.310, -5.037], [-0.034, 2.079, -4.207], [-0.670, 0.819, -4.648], [-0.136, 0.388, -5.942], [-0.490, -1.052, -6.306], [-2.125, 0.870, -4.607], [-2.775, 1.293, -3.280], [0.145, 4.190, -4.654], [-1.445, 3.504, -5.080], [-0.073, 3.170, -6.081], [1.049, 1.976, -4.103], [-0.316, 2.261, -3.166], [-0.447, 1.063, -6.757], [0.956, 0.466, -5.882], [0.184, -1.334, -7.118], [-0.352, -1.747, -5.481], [-1.496, -1.140, -6.729], [-2.517, -0.124, -4.846], [-2.525, 1.492, -5.431], [-2.084, 1.800, -2.610], [-3.176, 0.437, -2.738], [-3.580, 2.011, -3.456]],
  "lowdin_charge": [1.380, 1.481, 1.357, -0.036, -0.593, -0.597, -0.432, -0.489, -0.069, -0.679, -0.520, -0.543, -0.387, 0.130, -0.788, -0.095, -0.166, 0.114, -0.164, -0.149, -0.170, -0.264, -0.183, 0.115, 0.114, 0.113, 0.110, 0.106, 0.120, 0.127, 0.121, -0.154, -0.167, -0.234, -0.149, -0.163, 0.110, 0.076, 0.103, 0.103, 0.113, 0.115, 0.112, 0.118, -0.153, -0.148, -0.182, -0.271, -0.170, 0.110, 0.110, 0.112, 0.108, 0.115, 0.117, 0.119, 0.094, -0.071, -0.242, -0.289, -0.265, -0.086, -0.265, -0.080, 0.073, 0.066, 0.065, 0.101, 0.100, 0.114, 0.109, 0.086, 0.069, 0.051, 0.120, 0.116, 0.076, 0.072, 0.067, -0.074, -0.261, -0.269, -0.246, -0.076, -0.244, -0.062, 0.074, 0.063, 0.067, 0.104, 0.099, 0.112, 0.112, 0.079, 0.067, 0.063, 0.105, 0.112, 0.051, 0.060, 0.072],
  "charge": -1,
  "e_above_lowest_kcal_mol": 0.0,
  "e_lumo_ha": 0.066
}

{
  "formula": "C25H55N3O5",
  "method": "ωB97M-V/def2-TZVPD",
  "symbols": ["C", "C", "O", "C", "C", "O", "C", "C", "O", "C", "O", "O", "C", "C", "C", "C", "C", "C", "N", "H", "H", "H", "H", "H", "H", "H", "H", "H", "H", "H", "H", "H", "H", "H", "H", "H", "H", "H", "H", "H", "H", "H", "H", "H", "C", "C", "N", "C", "C", "C", "C", "H", "H", "H", "H", "H", "H", "H", "H", "H", "H", "H", "H", "H", "H", "H", "C", "C", "N", "C", "C", "C", "C", "H", "H", "H", "H", "H", "H", "H", "H", "H", "H", "H", "H", "H", "H", "H"],
  "xyz": [[2.164, -4.254, 1.390], [2.958, -3.890, 0.112], [2.151, -3.665, -1.031], [2.003, -2.297, -1.358], [0.870, -1.616, -0.556], [1.248, -0.354, -0.039], [1.495, -0.332, 1.354], [0.334, 0.189, 2.208], [0.751, -0.226, 3.555], [-0.012, -1.238, 3.996], [0.313, -2.086, 4.661], [-1.266, -1.003, 3.495], [-0.996, -0.594, 2.156], [-2.169, 0.079, 1.437], [-2.739, -0.878, 0.368], [-3.660, -1.979, 0.954], [-3.390, -3.369, 0.374], [-2.146, -4.049, 0.903], [-2.267, -4.452, 2.313], [2.281, -5.317, 1.587], [2.561, -3.739, 2.260], [1.099, -4.070, 1.290], [3.650, -3.072, 0.320], [3.577, -4.755, -0.118], [2.936, -1.735, -1.290], [1.702, -2.288, -2.403], [0.548, -2.329, 0.196], [0.026, -1.453, -1.221], [1.793, -1.293, 1.777], [2.335, 0.343, 1.501], [0.246, 1.264, 2.320], [-0.785, -1.545, 1.661], [-1.817, 0.966, 0.918], [-2.930, 0.279, 2.186], [-3.314, -0.294, -0.348], [-1.916, -1.373, -0.142], [-4.676, -1.718, 0.657], [-3.650, -1.948, 2.043], [-4.259, -4.003, 0.549], [-3.258, -3.260, -0.703], [-1.237, -3.467, 0.776], [-2.006, -4.956, 0.300], [-3.090, -5.032, 2.443], [-1.485, -5.070, 2.512], [-6.138, 1.459, -3.974], [-5.537, 1.669, -2.593], [-5.266, 3.060, -2.279], [-4.472, 3.228, -1.074], [-5.082, 2.790, 0.262], [-6.389, 3.971, -2.424], [-7.648, 3.699, -1.591], [-5.492, 1.869, -4.751], [-6.257, 0.390, -4.163], [-7.126, 1.913, -4.067], [-4.589, 1.123, -2.560], [-6.195, 1.195, -1.848], [-4.167, 4.276, -0.997], [-3.538, 2.673, -1.215], [-5.823, 3.503, 0.624], [-4.300, 2.735, 1.023], [-5.549, 1.806, 0.205], [-6.677, 3.991, -3.478], [-6.042, 4.988, -2.222], [-7.914, 2.641, -1.571], [-8.497, 4.238, -2.019], [-7.541, 4.046, -0.564], [8.608, 0.542, 0.956], [7.218, 0.434, 0.347], [6.385, 1.599, 0.585], [4.994, 1.389, 0.221], [4.661, 1.149, -1.256], [6.953, 2.876, 0.187], [7.341, 3.062, -1.286], [8.554, 0.714, 2.032], [9.153, -0.389, 0.790], [9.195, 1.343, 0.504], [6.727, -0.432, 0.800], [7.321, 0.210, -0.726], [4.401, 2.236, 0.581], [4.629, 0.526, 0.790], [4.698, 2.070, -1.836], [3.643, 0.761, -1.344], [5.329, 0.421, -1.720], [7.840, 3.058, 0.798], [6.261, 3.671, 0.476], [7.844, 2.186, -1.698], [8.029, 3.906, -1.381], [6.478, 3.288, -1.909]],
  "lowdin_charge": [-0.056, -0.248, -0.140, -0.167, -0.173, -0.111, -0.125, -0.131, 0.060, -0.620, 0.254, 0.087, -0.241, -0.099, -0.174, -0.188, -0.203, -0.295, 0.009, 0.069, 0.071, 0.050, 0.112, 0.112, 0.117, 0.122, 0.082, 0.118, 0.134, 0.122, 0.162, 0.124, 0.114, 0.125, 0.097, 0.081, 0.102, 0.109, 0.110, 0.113, 0.072, 0.108, 0.066, 0.064, -0.090, -0.279, -0.198, -0.249, -0.086, -0.247, -0.084, 0.080, 0.073, 0.064, 0.112, 0.100, 0.112, 0.104, 0.056, 0.064, 0.064, 0.100, 0.114, 0.067, 0.071, 0.054, -0.091, -0.276, -0.197, -0.250, -0.078, -0.247, -0.084, 0.080, 0.073, 0.064, 0.116, 0.100, 0.114, 0.098, 0.057, 0.055, 0.068, 0.100, 0.114, 0.067, 0.071, 0.054],
  "smiles": "CCOCCOC[C@@H]1OC(=O)O[C@H]1CCCCCN.CCN(CC)CC.CCN(CC)CC",
  "e_above_lowest_kcal_mol": 12.8,
  "e_lumo_ha": 0.024
}

{
  "formula": "C25H56ClN3OP",
  "method": "ωB97M-V/def2-TZVPD",
  "symbols": ["C", "C", "C", "C", "C", "C", "N", "C", "N", "C", "C", "C", "Cl", "C", "C", "P", "C", "O", "N", "H", "H", "H", "H", "H", "H", "H", "H", "H", "H", "H", "H", "H", "H", "H", "H", "H", "H", "H", "H", "H", "H", "H", "H", "H", "H", "H", "H", "C", "C", "C", "C", "C", "C", "H", "H", "H", "H", "H", "H", "H", "H", "H", "H", "H", "H", "H", "H", "C", "C", "C", "C", "C", "C", "H", "H", "H", "H", "H", "H", "H", "H", "H", "H", "H", "H", "H", "H"],
  "xyz": [[2.907, -4.161, -0.354], [1.837, -3.169, -0.847], [1.097, -3.606, -2.125], [-0.343, -3.098, -2.171], [-0.451, -1.578, -2.095], [-1.854, -1.161, -1.652], [-2.098, 0.269, -1.833], [-1.927, 1.157, -0.903], [-2.158, 2.514, -1.083], [-2.290, 3.005, 0.313], [-1.338, 2.111, 1.121], [-1.712, 1.912, 2.626], [-1.283, 0.261, 3.168], [-3.154, 2.277, 2.964], [-3.614, 1.949, 4.388], [0.432, 2.691, 0.832], [1.411, 1.325, 1.516], [0.627, 3.759, 2.057], [-1.519, 0.835, 0.362], [2.954, -5.059, -0.964], [3.885, -3.683, -0.367], [2.698, -4.438, 0.675], [2.307, -2.205, -1.038], [1.091, -3.020, -0.061], [1.089, -4.693, -2.195], [1.645, -3.241, -2.996], [-0.805, -3.417, -3.109], [-0.906, -3.575, -1.366], [0.274, -1.173, -1.385], [-0.225, -1.135, -3.066], [-1.960, -1.381, -0.590], [-2.628, -1.724, -2.167], [-2.392, 0.603, -2.740], [-1.297, 2.872, -1.498], [-2.042, 4.064, 0.296], [-3.332, 2.874, 0.576], [-1.052, 2.571, 3.188], [-3.850, 1.856, 2.239], [-3.214, 3.363, 2.839], [-3.528, 2.803, 5.054], [-3.070, 1.120, 4.826], [-4.663, 1.662, 4.373], [2.457, 1.616, 1.488], [1.102, 1.021, 2.512], [1.303, 0.463, 0.852], [0.482, 4.659, 1.761], [-0.724, 0.208, 0.302], [2.902, -3.563, 3.695], [3.604, -3.522, 5.048], [5.103, -3.241, 4.945], [5.900, -4.291, 4.169], [5.786, -5.715, 4.712], [6.308, -5.867, 6.137], [3.295, -4.361, 3.063], [1.832, -3.739, 3.818], [3.029, -2.616, 3.162], [3.431, -4.462, 5.578], [3.147, -2.741, 5.663], [5.513, -3.141, 5.953], [5.249, -2.269, 4.464], [6.954, -3.995, 4.171], [5.591, -4.285, 3.120], [6.349, -6.381, 4.054], [4.747, -6.054, 4.665], [7.358, -5.574, 6.198], [6.231, -6.903, 6.471], [5.746, -5.254, 6.843], [-3.598, 4.484, -7.909], [-3.360, 5.393, -6.707], [-2.342, 4.836, -5.713], [-2.741, 3.507, -5.070], [-4.074, 3.527, -4.323], [-4.096, 4.498, -3.146], [-4.006, 3.516, -7.613], [-4.307, 4.936, -8.602], [-2.668, 4.306, -8.453], [-4.310, 5.592, -6.204], [-2.999, 6.361, -7.061], [-2.162, 5.581, -4.934], [-1.385, 4.700, -6.225], [-1.946, 3.211, -4.371], [-2.773, 2.726, -5.835], [-4.280, 2.517, -3.951], [-4.889, 3.763, -5.010], [-3.309, 4.239, -2.439], [-5.053, 4.451, -2.624], [-3.947, 5.530, -3.464]],
  "lowdin_charge": [-0.085, -0.261, -0.211, -0.214, -0.186, -0.142, 0.149, -0.321, 0.081, -0.141, -0.536, -0.616, 0.702, -0.271, -0.098, 0.918, -0.257, -0.279, 0.109, 0.070, 0.072, 0.053, 0.096, 0.100, 0.110, 0.118, 0.119, 0.120, 0.092, 0.125, 0.130, 0.138, 0.172, 0.129, 0.133, 0.116, 0.093, 0.106, 0.120, 0.079, 0.040, 0.079, 0.053, 0.012, 0.030, 0.059, 0.105, -0.120, -0.267, -0.229, -0.230, -0.270, -0.109, 0.053, 0.069, 0.070, 0.100, 0.104, 0.102, 0.107, 0.110, 0.097, 0.105, 0.097, 0.076, 0.071, 0.065, -0.107, -0.266, -0.228, -0.239, -0.267, -0.109, 0.064, 0.073, 0.077, 0.099, 0.107, 0.101, 0.111, 0.092, 0.101, 0.093, 0.103, 0.036, 0.075, 0.071],
  "charge": 1,
  "e_lumo_ha": -0.100
}